# 1
Entry from the OMol25 dataset: C59H68AsBrN3O5P2S2Ti as an isolated structure (ωB97M-V/def2-TZVPD).

## Properties
Multiplicity: 3
Net charge: -1
HOMO (spin up / spin down) (Eh): -0.105 / -0.159
Energy (eV): -271243.4013
<S²>: 2.006

Geometry (Å):
1 Ti -0.1779 -0.0224 0.1011
2 C -2.4093 3.0041 -4.0265
3 C -2.3545 2.0649 -2.8225
4 C -3.4954 1.0529 -2.9589
5 P -0.7847 1.1056 -2.3598
6 C 0.1490 0.7489 -3.9742
7 C -0.7509 0.0057 -4.9575
8 C 0.8430 1.9273 -4.6479
9 C 0.3573 2.3892 -1.7243
10 C 0.1907 3.7597 -1.8575
11 C 1.1082 4.6623 -1.3356
12 C 0.9185 6.1445 -1.4872
13 C 2.2264 4.1591 -0.6810
14 C 2.4134 2.8029 -0.5309
15 C 1.4812 1.8780 -1.0279
16 N 1.5484 0.5226 -0.7948
17 C 2.7455 -0.1090 -0.6259
18 C 3.9630 0.3725 -1.1410
19 C 5.1662 -0.2298 -0.8404
20 C 5.2142 -1.3740 -0.0529
21 C 6.5158 -1.9916 0.3689
22 C 4.0104 -1.9645 0.2981
23 C 2.7795 -1.3834 0.0165
24 P 1.1720 -2.2429 0.0439
25 C 1.6156 -3.7193 -1.0995
26 C 2.3922 -3.1347 -2.2769
27 C 2.3211 -4.9666 -0.5787
28 C 0.8538 -3.0744 1.7145
29 C -0.4824 -3.8012 1.5569
30 C 1.9055 -3.9721 2.3777
31 H -3.3137 3.6112 -3.9479
32 H -2.4689 2.4437 -4.9573
33 H -1.5585 3.6745 -4.0863
34 H -2.5526 2.6400 -1.9088
35 H -3.4112 0.4846 -3.8839
36 H -4.4611 1.5603 -2.9626
37 H -3.5031 0.3497 -2.1312
38 H 0.9292 0.0552 -3.6242
39 H -1.4179 0.6976 -5.4692
40 H -1.3544 -0.7310 -4.4312
41 H -0.1526 -0.5043 -5.7152
42 H 0.1150 2.6303 -5.0434
43 H 1.4587 1.5665 -5.4736
44 H 1.4878 2.4496 -3.9442
45 H -0.6805 4.1495 -2.3661
46 H -0.0580 6.3718 -1.9095
47 H 1.6877 6.5543 -2.1443
48 H 0.9954 6.6434 -0.5214
49 H 2.9615 4.8421 -0.2757
50 H 3.2730 2.4413 0.0160
51 H 3.9565 1.2424 -1.7826
52 H 6.0853 0.1872 -1.2322
53 H 7.3569 -1.4214 -0.0220
54 H 6.5895 -3.0178 0.0059
55 H 6.5967 -2.0158 1.4571
56 H 4.0533 -2.9198 0.7948
57 H 0.6371 -4.0537 -1.4510
58 H 3.4312 -2.9515 -2.0064
59 H 1.9547 -2.1771 -2.5609
60 H 2.3792 -3.8117 -3.1321
61 H 3.3053 -4.7515 -0.1751
62 H 2.4595 -5.6600 -1.4118
63 H 1.7300 -5.4798 0.1715
64 H 0.6781 -2.2137 2.3797
65 H -0.3841 -4.6811 0.9253
66 H -1.2095 -3.1298 1.1028
67 H -0.8778 -4.1005 2.5252
68 H 1.6481 -5.0250 2.2803
69 H 1.9759 -3.7487 3.4422
70 H 2.8882 -3.8299 1.9452
71 S -1.3622 -0.7524 2.1145
72 C -0.9391 -0.0731 3.6565
73 C -1.9538 -0.0643 4.6205
74 C -1.7208 0.3978 5.8948
75 C -0.4572 0.8609 6.2349
76 C 0.5452 0.8708 5.2833
77 C 0.3325 0.4127 3.9872
78 As 1.7522 0.5579 2.6417
79 C 3.2980 0.0627 3.8585
80 C 3.8478 -1.1989 3.6469
81 C 4.9751 -1.6283 4.3234
82 C 5.5935 -0.7870 5.2334
83 C 5.0591 0.4680 5.4744
84 C 3.9322 0.8879 4.7870
85 C 2.0799 2.4719 2.8507
86 C 3.3412 2.9763 2.5441
87 C 3.5871 4.3357 2.5654
88 C 2.5633 5.2176 2.8716
89 C 1.3097 4.7276 3.1965
90 C 1.0715 3.3644 3.1851
91 H -2.9309 -0.4171 4.3261
92 H -2.5143 0.3985 6.6321
93 H -0.2630 1.2223 7.2362
94 H 1.5237 1.2511 5.5548
95 H 3.3674 -1.8265 2.9110
96 H 5.3928 -2.6061 4.1201
97 H 6.4914 -1.1075 5.7425
98 H 5.5386 1.1384 6.1788
99 H 3.5520 1.8869 4.9691
100 H 4.1402 2.2777 2.3088
101 H 4.5742 4.7136 2.3329
102 H 2.7545 6.2828 2.8668
103 H 0.5108 5.4078 3.4630
104 H 0.0868 2.9870 3.4358
105 C -0.5007 -3.1725 -3.6690
106 O -0.9126 -2.5920 -2.4550
107 C -2.1861 -2.9208 -2.0422
108 C -2.9024 -3.9993 -2.5475
109 C -4.2361 -4.1306 -2.1483
110 Br -5.2428 -5.5906 -2.8480
111 C -4.8474 -3.2320 -1.3293
112 C -4.1264 -2.1402 -0.7843
113 C -2.7455 -2.0462 -1.1069
114 O -1.8870 -1.0867 -0.6171
115 C -4.9286 -1.1636 -0.1121
116 N -6.2506 -1.1721 -0.2596
117 C -6.7146 -0.0739 0.3836
118 C -8.0157 0.3957 0.5402
119 C -8.1911 1.5833 1.2203
120 C -7.1158 2.2930 1.7518
121 C -5.8136 1.8311 1.6323
122 C -5.6315 0.6426 0.9517
123 N -4.5116 -0.0749 0.6356
124 H -1.2693 -3.0693 -4.4418
125 H -0.2561 -4.2352 -3.5583
126 H 0.3881 -2.6297 -3.9754
127 H -2.4634 -4.7042 -3.2321
128 H -5.8965 -3.2926 -1.0880
129 H -2.3602 -0.2728 -0.3527
130 H -8.8493 -0.1592 0.1431
131 H -9.1898 1.9767 1.3515
132 H -7.3107 3.2218 2.2709
133 H -4.9654 2.3555 2.0460
134 H -3.6055 0.1277 1.0329
135 C -1.5260 3.9349 0.7789
136 S -1.5134 2.1627 1.1536
137 O -2.2099 2.0753 2.4044
138 O -2.1784 1.4627 0.0460
139 O -0.0997 1.7583 1.1507
140 H -2.3384 4.3665 1.3494
141 H -1.6726 4.0742 -0.2813
142 H -0.5701 4.3374 1.0913

# 2
Entry from the OMol25 dataset: C32H55Br2ClGaO4SSi2 as an isolated structure (ωB97M-V/def2-TZVPD).

## Properties
Net charge: -1
HOMO (spin up / spin down) (Eh): -0.188 / -0.181
Energy (eV): -273849.5255

Geometry (Å):
1 Ga 0.2293 -0.8283 -1.0114
2 Br 0.7655 -5.3353 0.3508
3 C 0.4461 -5.4134 -1.4617
4 Br 0.1195 -2.6311 -2.6401
5 H -0.5659 -5.5920 -1.7764
6 H 1.2920 -5.5708 -2.1062
7 C 2.8578 0.6567 0.7176
8 Si 2.1543 -1.1017 0.4536
9 C 1.3940 -1.6976 2.0946
10 C 3.6926 -2.1987 0.1800
11 C 3.9462 -3.3019 0.9962
12 C 5.1182 -4.0365 0.8786
13 C 6.0742 -3.6795 -0.0605
14 C 5.8311 -2.6024 -0.9016
15 C 4.6527 -1.8811 -0.7826
16 H 3.2378 0.8162 1.7297
17 H 2.0790 1.3964 0.5155
18 H 3.6772 0.8498 0.0204
19 H 1.9574 -1.3987 2.9823
20 H 1.2813 -2.7838 2.1039
21 H 0.3863 -1.2902 2.1704
22 H 3.2188 -3.6009 1.7396
23 H 5.2833 -4.8907 1.5247
24 H 7.0000 -4.2358 -0.1442
25 H 6.5624 -2.3299 -1.6537
26 H 4.4777 -1.0538 -1.4589
27 C -2.0591 2.4977 3.8395
28 C -1.0883 2.2163 2.6897
29 C 0.0981 1.4131 3.2141
30 C -0.5996 3.5339 2.0893
31 O -1.7293 1.5245 1.6235
32 Si -2.5582 0.1308 1.4271
33 S -1.7907 -1.3049 0.1035
34 O -2.7317 -0.4749 2.9457
35 C -3.1402 -1.7465 3.4498
36 C -1.9244 -2.6658 3.5463
37 C -4.2162 -2.3783 2.5679
38 C -3.7067 -1.4793 4.8447
39 O -3.9892 0.4680 0.7100
40 C -5.0078 1.4348 0.9044
41 C -4.4914 2.8209 0.5147
42 C -5.4815 1.4381 2.3592
43 C -6.1546 1.0271 -0.0186
44 H -1.5250 2.9929 4.6524
45 H -2.4776 1.5618 4.2044
46 H -2.8727 3.1479 3.5105
47 H 0.6348 1.9852 3.9729
48 H 0.7813 1.1800 2.3972
49 H -0.2530 0.4802 3.6559
50 H -0.0527 4.1162 2.8326
51 H -1.4470 4.1206 1.7312
52 H 0.0557 3.3221 1.2436
53 H -1.5186 -2.8522 2.5520
54 H -2.2104 -3.6191 3.9955
55 H -1.1492 -2.2026 4.1596
56 H -3.8209 -2.5617 1.5690
57 H -5.0696 -1.7036 2.4789
58 H -4.5527 -3.3229 2.9976
59 H -2.9426 -1.0221 5.4758
60 H -4.0358 -2.4127 5.3038
61 H -4.5544 -0.7949 4.7758
62 H -3.6105 3.0670 1.1056
63 H -5.2603 3.5787 0.6780
64 H -4.2056 2.8249 -0.5382
65 H -4.6413 1.6336 3.0259
66 H -5.9039 0.4652 2.6161
67 H -6.2443 2.2035 2.5123
68 H -5.7903 0.9764 -1.0448
69 H -6.9748 1.7449 0.0401
70 H -6.5193 0.0383 0.2629
71 C 0.0439 0.8216 -4.3291
72 C -0.2870 1.4558 -2.9725
73 C -1.8094 1.5040 -2.8025
74 C 0.2781 2.8772 -2.9184
75 O 0.2811 0.7189 -1.9313
76 H -0.3480 1.4332 -5.1455
77 H -0.3923 -0.1766 -4.3833
78 H 1.1235 0.7252 -4.4417
79 H -2.2710 2.0508 -3.6282
80 H -2.0640 1.9864 -1.8563
81 H -2.1964 0.4835 -2.7787
82 H -0.1200 3.4780 -3.7393
83 H 1.3669 2.8553 -2.9972
84 H 0.0032 3.3433 -1.9703
85 Cl 4.4596 -1.8051 -5.5648
86 C 4.7660 -0.1315 -5.2347
87 C 5.5958 0.5649 -6.0843
88 C 5.9019 1.8982 -5.8304
89 C 5.3715 2.5219 -4.7001
90 C 4.5176 1.8406 -3.8687
91 C 4.1517 0.4826 -4.1023
92 C 3.2361 -0.1639 -3.2858
93 H 6.0104 0.0612 -6.9472
94 H 6.5496 2.4406 -6.5058
95 H 5.6279 3.5505 -4.4796
96 H 4.0951 2.3273 -2.9976
97 H 2.7607 0.3639 -2.4685
98 H 2.9102 -1.1763 -3.4744

# 3
Entry from the OMol25 dataset: a single C3H8N2OS molecule (ωB97M-V/def2-TZVPD).

## Properties
Net charge: 0
HOMO (Eh): -0.347
Structure (SMILES): NC(=O)NCCS
Energy (eV): -19104.1713

Geometry (Å):
1 N 1.2589 1.3069 -1.2084
2 C 1.8944 0.2791 -0.5137
3 O 3.0556 0.0249 -0.7057
4 N 1.0467 -0.3787 0.3506
5 C -0.3015 -0.0842 0.7933
6 C -1.3028 -0.9401 0.0174
7 S -3.0264 -0.2327 0.0336
8 H 1.8904 1.8526 -1.7554
9 H 0.2848 1.3975 -1.0648
10 H 1.3967 -1.2435 0.7377
11 H -0.3610 -0.3013 1.8650
12 H -0.5673 0.9675 0.7266
13 H -0.9793 -1.0162 -1.0161
14 H -1.3982 -1.9321 0.4508
15 H -2.8910 0.3003 1.2892

# 4
Entry from the OMol25 dataset: C22H19BCl50IN4O2S as an isolated structure (ωB97M-V/def2-TZVPD).

## Properties
Net charge: +1
HOMO (Eh): -0.422
Energy (eV): -678898.6044

Geometry (Å):
1 C 3.4689 -0.0965 -3.3508
2 C 2.3694 -0.6437 -2.2965
3 N 1.0568 -0.3684 -2.8821
4 C -0.0668 -1.1535 -2.3235
5 B -0.0470 -2.6456 -2.9816
6 O -0.8132 -3.7826 -2.5567
7 O 0.8734 -2.8800 -4.0829
8 C 0.1733 -3.3614 -5.2587
9 C 0.0017 -1.1081 -0.7373
10 I 0.9754 -2.8382 0.1918
11 N -1.3654 -1.0333 -0.0791
12 C -1.9940 0.1935 -0.4748
13 N -2.8478 0.8807 0.2821
14 S -3.3020 0.3631 1.8730
15 N -1.7617 0.7296 -1.8068
16 C -1.4026 -0.3519 -2.7883
17 C -2.6165 -1.2795 -3.1705
18 Cl -3.5742 -2.2876 -1.9625
19 C -3.0507 -1.4392 -4.5120
20 C -2.4199 -0.6917 -5.7581
21 Cl -4.4411 -2.5731 -4.8978
22 H 4.4224 0.2109 -2.8359
23 H 3.6316 -0.9669 -4.0788
24 H 3.0038 0.7354 -3.9815
25 H 2.5816 -0.0817 -1.3166
26 H 2.6311 -1.7337 -2.1214
27 H 1.0510 -0.3185 -3.9021
28 H -1.5592 -3.8476 -3.1928
29 H 0.2053 -4.5091 -5.2560
30 H 0.8054 -3.0411 -6.1600
31 H -0.9082 -3.0329 -5.3360
32 H 0.5615 -0.1967 -0.3208
33 H -1.1495 -1.0722 0.9281
34 H -3.2911 1.7436 -0.0770
35 H -3.1987 -1.0289 1.9380
36 H -0.9995 1.4187 -1.7293
37 H -1.0777 0.2367 -3.7174
38 H -3.1810 -0.7348 -6.6000
39 H -2.3340 0.4144 -5.4651
40 H -1.3824 -1.0341 -6.0502
41 C -5.8796 -2.9450 3.4866
42 Cl -5.3473 -2.7340 1.8014
43 Cl -7.6426 -2.7710 3.5732
44 Cl -5.4148 -4.5602 4.0553
45 Cl -5.1124 -1.7104 4.5136
46 C -6.4823 -6.0833 -3.9199
47 Cl -5.4745 -7.4141 -4.5227
48 Cl -8.1017 -6.6954 -3.5314
49 Cl -5.7424 -5.3949 -2.4590
50 Cl -6.6086 -4.8249 -5.1673
51 C -2.7431 5.1750 0.7960
52 Cl -3.1828 3.5053 1.2412
53 Cl -0.9803 5.4075 0.8891
54 Cl -3.3037 5.5046 -0.8559
55 Cl -3.5248 6.2973 1.9249
56 C 0.5868 9.2180 0.7197
57 Cl 0.5556 9.4363 -1.0428
58 Cl 0.5292 10.8048 1.5122
59 Cl -0.8451 8.2897 1.2316
60 Cl 2.1045 8.4157 1.1927
61 C 4.8677 -4.2070 1.5077
62 Cl 5.8889 -5.5369 0.9291
63 Cl 3.2475 -4.8311 1.8962
64 Cl 5.5871 -3.4952 2.9643
65 Cl 4.7406 -2.9651 0.2437
66 C 5.6376 8.0303 -1.2246
67 Cl 6.1335 6.6614 -0.1939
68 Cl 6.3385 9.5232 -0.5704
69 Cl 6.2284 7.7774 -2.8793
70 Cl 3.8648 8.2047 -1.2471
71 C -4.2811 0.9674 7.5993
72 Cl -4.1646 -0.4977 8.5936
73 Cl -3.0835 2.1555 8.1508
74 Cl -3.9645 0.5541 5.8993
75 Cl -5.9102 1.6554 7.7456
76 C 4.1806 -4.0264 7.1483
77 Cl 3.6578 -4.3367 5.4797
78 Cl 4.9159 -5.4944 7.8202
79 Cl 5.3711 -2.7085 7.1589
80 Cl 2.7766 -3.5638 8.1323
81 C -5.4287 6.1836 -4.6178
82 Cl -6.2382 7.6529 -4.0401
83 Cl -4.0525 5.8100 -3.5555
84 Cl -6.5749 4.8281 -4.5977
85 Cl -4.8436 6.4406 -6.2733
86 C 3.4316 -8.8722 9.4458
87 Cl 2.9644 -10.5075 9.9538
88 Cl 5.2028 -8.7339 9.4541
89 Cl 2.8193 -8.5644 7.8069
90 Cl 2.7404 -7.6830 10.5685
91 C 0.9600 0.4555 3.5080
92 Cl 0.3520 1.8043 2.5212
93 Cl -0.0968 -0.9561 3.2894
94 Cl 2.6078 0.0421 2.9959
95 Cl 0.9691 0.9277 5.2170
96 C 9.3449 4.7164 -2.6836
97 Cl 9.4533 3.0038 -2.2302
98 Cl 10.9262 5.4846 -2.4374
99 Cl 8.8834 4.8492 -4.3937
100 Cl 8.1278 5.5363 -1.6761